Record 1
Below is the molecule C4H6N2OS, with properties calculated with the ωB97M-V functional and the def2-TZVPD basis.

Last column: natural (NBO) charge in e.
Atoms and positions in Å:
C (2.314, -0.120, -0.203)  0.536
C (0.127, -0.670, 0.750)  -0.285
C (-1.113, 0.158, -0.010)  -0.103
C (-0.513, 1.389, -0.632)  -0.350
H (3.166, 0.743, -0.344)  0.140
H (0.009, -0.741, 1.736)  0.202
H (0.441, -1.698, 0.403)  0.257
H (-0.479, 1.134, -1.728)  0.248
H (-1.063, 2.300, -0.626)  0.239
H (0.142, 1.950, 1.304)  0.366
N (1.198, 0.211, 0.518)  -0.317
N (0.652, 1.499, 0.354)  -0.439
O (2.524, -1.260, -0.553)  -0.589
S (-2.516, -0.632, -0.116)  0.094

The energy above the lowest of the compared OMol25 structures with the same formula, charge and spin is 4.630 eV. The value obtained for the total energy is -20104.711 eV. The value obtained for the HOMO energy is -8.719 eV. The SMILES is O=CN1CC(=S)CN1. For the orbital gap, the calculation gives 0.304 Eh. As for the spin multiplicity: 1.

Record 2
Below is the molecule C4H6N2OS, with properties calculated with the ωB97M-V functional and the def2-TZVPD basis.

Last column: natural (NBO) charge in e.
Atoms and positions in Å:
C (-1.112, 1.528, -0.545)  -0.296
C (-1.045, -0.372, 0.992)  -0.178
C (2.718, -0.447, -0.344)  -0.094
C (-1.392, -1.649, 0.152)  0.238
H (-1.805, 2.229, -0.973)  0.204
H (-0.835, 0.991, -1.541)  0.210
H (-0.148, 2.238, 0.040)  0.191
H (-1.374, -0.691, 1.954)  0.256
H (3.307, -0.019, 0.533)  0.182
H (3.402, -0.823, -1.328)  0.213
N (1.398, -0.794, -0.293)  -0.524
N (-1.933, -2.541, -0.418)  -0.312
O (-1.825, 0.717, 0.491)  -0.513
S (0.645, -0.366, 1.281)  0.423

The energy above the lowest of the compared OMol25 structures with the same formula, charge and spin is 5.788 eV. The value obtained for the total energy is -20103.554 eV. The value obtained for the HOMO energy is -9.645 eV. The SMILES is C=NS[C@H](C#N)OC. For the orbital gap, the calculation gives 0.359 Eh. As for the spin multiplicity: 1.

Record 3
Below is the molecule C4H6N2OS, with properties calculated with the ωB97M-V functional and the def2-TZVPD basis.

Last column: natural (NBO) charge in e.
Atoms and positions in Å:
C (0.064, -1.975, -0.726)  0.239
C (0.540, 0.285, 0.211)  0.639
C (0.307, 1.785, -0.021)  -0.264
C (-0.830, 2.295, -0.396)  -0.362
H (0.653, -1.267, 2.107)  0.143
H (0.230, -2.434, -1.775)  0.206
H (-1.019, -0.120, -1.026)  0.410
H (1.168, 2.428, -0.042)  0.230
H (-1.799, 1.675, -0.313)  0.180
H (-1.124, 3.338, -0.399)  0.218
N (0.292, -2.746, 0.205)  -0.561
N (-0.226, -0.542, -0.492)  -0.655
O (1.516, -0.150, 0.798)  -0.615
S (0.229, -2.573, 1.869)  0.192

The energy above the lowest of the compared OMol25 structures with the same formula, charge and spin is 3.353 eV. The value obtained for the total energy is -20105.989 eV. The value obtained for the HOMO energy is -8.706 eV. The SMILES is C=CC(=O)N/C=N\S. For the orbital gap, the calculation gives 0.335 Eh. As for the spin multiplicity: 1.

Record 4
Below is the molecule C4H6N2S, with properties calculated with the ωB97M-V functional and the def2-TZVPD basis.

Last column: natural (NBO) charge in e.
Atoms and positions in Å:
C (1.069, 1.887, -0.654)  -0.358
C (1.506, 0.723, -0.168)  -0.253
C (0.578, -0.331, 0.408)  0.042
C (-1.727, -1.221, -0.058)  0.263
H (1.756, 2.696, -0.962)  0.215
H (0.039, 2.207, -0.702)  0.190
H (2.554, 0.729, 0.211)  0.243
H (-0.660, 0.250, -0.994)  0.397
H (-2.443, -0.989, -0.861)  0.167
H (-1.211, -2.184, 1.578)  0.372
N (-0.580, -0.429, -0.307)  -0.597
N (-1.948, -2.105, 0.861)  -0.634
S (1.068, -1.232, 1.649)  -0.047

The energy above the lowest of the compared OMol25 structures with the same formula, charge and spin is 1.648 eV. The value obtained for the total energy is -18059.325 eV. The value obtained for the HOMO energy is -8.755 eV. The SMILES is [H]/N=C\NC(=S)C=C. For the orbital gap, the calculation gives 0.306 Eh. As for the spin multiplicity: 1.

Record 5
Below is the molecule C4H6N2S, with properties calculated with the ωB97M-V functional and the def2-TZVPD basis.

Last column: natural (NBO) charge in e.
Atoms and positions in Å:
C (2.230, 0.683, 0.371)  -0.070
C (-0.187, 1.080, -0.214)  0.354
C (-0.438, -0.977, 0.237)  -0.224
C (-1.855, -0.645, -0.324)  -0.244
H (2.655, 1.071, 1.342)  0.215
H (-0.637, 1.758, -1.070)  0.179
H (-0.550, -1.457, 1.363)  0.229
H (0.279, -1.038, -0.488)  0.233
H (-2.798, -0.841, 0.208)  0.224
H (-1.913, -0.444, -1.422)  0.206
N (1.119, 1.137, -0.167)  -0.484
N (-1.034, 0.271, 0.381)  -0.444
S (3.130, -0.597, -0.217)  -0.174

The energy above the lowest of the compared OMol25 structures with the same formula, charge and spin is 4.473 eV. The value obtained for the total energy is -18056.500 eV. The value obtained for the HOMO energy is -8.251 eV. The SMILES is S=C/N=C\N1CC1. For the orbital gap, the calculation gives 0.323 Eh. As for the spin multiplicity: 1.

Record 6
Below is the molecule C4H6N2S, with properties calculated with the ωB97M-V functional and the def2-TZVPD basis.

Last column: natural (NBO) charge in e.
Atoms and positions in Å:
C (-0.109, -1.815, -0.116)  -0.277
C (-1.332, -1.642, 0.392)  -0.388
C (0.690, -0.526, -0.290)  0.433
C (0.079, 1.949, 0.259)  -0.408
N (1.718, -0.582, -0.964)  -0.728
N (-0.157, 0.543, 0.260)  -0.591
S (-1.697, -0.015, 0.736)  0.517
H (0.150, -2.784, -0.471)  0.232
H (-2.111, -2.365, 0.480)  0.241
H (-0.818, 2.447, 0.502)  0.213
H (0.846, 2.278, 0.954)  0.197
H (0.350, 2.354, -0.687)  0.201
H (2.393, 0.159, -1.055)  0.358

The energy above the lowest of the compared OMol25 structures with the same formula, charge and spin is 1.937 eV. The value obtained for the total energy is -18059.036 eV. The value obtained for the HOMO energy is -7.762 eV. The SMILES is [H]/N=c1/ccsn1C. For the orbital gap, the calculation gives 0.315 Eh. As for the spin multiplicity: 1.

Record 7
Below is the molecule C4H6N2S2, with properties calculated with the ωB97M-V functional and the def2-TZVPD basis.

Last column: natural (NBO) charge in e.
Atoms and positions in Å:
C (0.195, 0.117, 0.010)  0.236
C (1.393, -0.631, -0.023)  -0.381
C (2.661, -0.045, 0.020)  -0.297
C (-1.101, -0.645, -0.001)  0.049
H (0.828, 2.093, -0.087)  0.405
H (-0.861, 1.795, -0.156)  0.417
H (1.286, -1.718, 0.095)  0.228
H (2.776, 1.066, 0.036)  0.186
H (-0.991, -1.752, 0.166)  0.189
H (-4.517, 0.049, 0.004)  0.116
N (0.078, 1.433, 0.033)  -0.761
N (-2.195, 0.028, -0.047)  -0.552
S (4.069, -0.878, -0.033)  -0.044
S (-3.620, -0.912, -0.018)  0.209

The energy above the lowest of the compared OMol25 structures with the same formula, charge and spin is 1.872 eV. The value obtained for the total energy is -28894.339 eV. The value obtained for the HOMO energy is -8.089 eV. The SMILES is NC(=C\C=S)/C=N/S. For the orbital gap, the calculation gives 0.261 Eh. As for the spin multiplicity: 1.

Record 8
Below is the molecule C4H6N2S2, with properties calculated with the ωB97M-V functional and the def2-TZVPD basis.

Last column: natural (NBO) charge in e.
Atoms and positions in Å:
C (-0.921, 1.342, -0.022)  0.256
C (0.574, -0.606, 0.083)  0.033
C (0.703, -1.846, 0.571)  -0.341
C (1.633, 0.060, -0.675)  -0.246
H (-3.194, -0.651, 0.401)  0.143
H (-1.887, 1.866, -0.364)  0.211
H (0.161, 2.892, 0.260)  0.347
H (-0.283, -2.252, 1.063)  0.216
H (1.714, -2.267, 0.859)  0.248
H (1.003, 0.623, -1.518)  0.225
N (-0.808, -0.028, 0.172)  -0.559
N (0.226, 1.933, 0.284)  -0.680
S (-2.185, -0.801, -0.679)  0.129
S (3.263, -0.265, -0.435)  0.019

The energy above the lowest of the compared OMol25 structures with the same formula, charge and spin is 4.327 eV. The value obtained for the total energy is -28891.884 eV. The value obtained for the HOMO energy is -8.640 eV. The SMILES is [H]/N=C/N(S)C(=C)C=S. For the orbital gap, the calculation gives 0.296 Eh. As for the spin multiplicity: 1.

Record 9
Below is the molecule C4H6N2S2, with properties calculated with the ωB97M-V functional and the def2-TZVPD basis.

Last column: natural (NBO) charge in e.
Atoms and positions in Å:
C (1.956, 2.054, 0.223)  -0.206
C (-0.036, 0.094, 0.408)  -0.258
C (0.852, -0.718, -0.511)  -0.263
C (-1.352, -0.650, 0.475)  -0.259
H (2.745, 2.768, 0.046)  0.189
H (2.252, 1.175, 0.804)  0.159
H (-1.039, 1.648, -0.568)  0.396
H (0.409, 0.109, 1.463)  0.243
H (0.844, -0.393, -1.574)  0.215
H (-1.246, -1.707, 0.890)  0.221
N (0.802, 2.326, -0.252)  -0.192
N (-0.223, 1.459, -0.024)  -0.449
S (1.732, -1.987, -0.039)  0.097
S (-2.766, -0.186, -0.129)  0.107

The energy above the lowest of the compared OMol25 structures with the same formula, charge and spin is 3.259 eV. The value obtained for the total energy is -28892.952 eV. The value obtained for the HOMO energy is -8.990 eV. The SMILES is C=NNC(C=S)C=S. For the orbital gap, the calculation gives 0.284 Eh. As for the spin multiplicity: 1.

Record 10
Below is the molecule C4H6N2S2, with properties calculated with the ωB97M-V functional and the def2-TZVPD basis.

Last column: natural (NBO) charge in e.
Atoms and positions in Å:
C (1.632, 0.463, -0.187)  0.292
C (-1.550, 0.067, -0.423)  -0.399
C (-1.255, -0.646, 0.861)  -0.427
C (-0.677, -1.165, -0.428)  -0.388
H (3.454, -0.103, -0.058)  0.354
H (0.980, 2.199, 0.602)  0.419
H (-2.561, -0.012, -0.855)  0.246
H (-2.090, -1.221, 1.302)  0.228
H (-0.604, -0.136, 1.548)  0.240
H (-1.133, -2.087, -0.837)  0.248
N (2.844, 0.712, 0.084)  -0.700
N (0.649, 1.395, 0.101)  -0.804
S (-0.748, 1.619, -0.835)  0.446
S (1.060, -1.085, -0.875)  0.244

The energy above the lowest of the compared OMol25 structures with the same formula, charge and spin is 1.610 eV. The value obtained for the total energy is -28894.601 eV. The value obtained for the HOMO energy is -8.634 eV. The SMILES is [H]/N=C1/NS[C@@H]2C[C@@H]2S1. For the orbital gap, the calculation gives 0.341 Eh. As for the spin multiplicity: 1.